This record from OMol25 describes a gas-phase ion, C5H9N4 (charge +1) in a non-equilibrium geometry. The level of theory is ωB97M-V with the def2-TZVPD basis set.

Properties
calculated total energy = -414.53638 Ha
total charge = +1
highest occupied orbital energy = -14.26 eV
frontier orbital gap = 10.35 eV
LUMO level = -3.9 eV
max |F| = 4.77 eV Å⁻¹

Each line ends with the natural charge from an NBO analysis.
CARTESIAN COORDINATES (ANGSTROEM)
N 0.874 -2.000 3.182  -0.268
C 0.141 -1.323 2.635  0.374
N -0.663 -0.698 1.637  -0.740
C -0.502 -1.061 0.225  0.059
C 0.891 -0.407 -0.226  -0.228
N 0.679 1.202 -0.001  -0.556
C 0.016 1.433 -1.364  -0.306
C -0.989 0.302 -1.587  0.130
N -1.418 -0.543 -0.800  -0.354
H -1.598 -0.508 2.176  0.465
H -0.718 -2.258 0.214  0.280
H 1.844 -0.799 0.112  0.268
H 1.049 -0.527 -1.301  0.228
H 0.038 1.042 0.821  0.458
H 1.385 1.845 0.307  0.456
H 0.886 1.215 -2.029  0.240
H -0.299 2.493 -1.687  0.287
H -1.617 0.591 -2.313  0.208

Forces on atoms 1 to 3 (eV/Å):
1.1 -0.6 1.3
-1.8 1.0 -4.1
-1.6 1.4 4.3

***

This record from OMol25 describes 8 unconnected molecules or ions with the total composition C4H23NO8S in a non-equilibrium geometry. The level of theory is ωB97M-V with the def2-TZVPD basis set.

Properties
calculated total energy = -1221.04273 Ha
total charge = 0
highest occupied orbital energy = -9.30 eV
frontier orbital gap = 9.33 eV
LUMO level = 0.0 eV
max |F| = 2.03 eV Å⁻¹

Each line ends with the natural charge from an NBO analysis.
CARTESIAN COORDINATES (ANGSTROEM)
N 0.963 1.110 0.631  -0.817
C 0.150 0.265 -0.052  0.694
O 0.203 -0.930 0.181  -0.671
C -0.759 0.806 -1.154  -0.517
C -1.685 1.972 -0.754  -0.409
C -3.184 1.684 -0.814  -0.521
S -3.722 1.129 -2.439  -0.029
H 1.715 0.731 1.240  0.440
H 0.822 2.105 0.739  0.376
H -0.091 1.086 -1.965  0.237
H -1.317 0.021 -1.708  0.234
H -1.463 2.211 0.307  0.203
H -1.570 2.921 -1.270  0.215
H -3.331 0.873 -0.082  0.219
H -3.866 2.481 -0.516  0.233
H -2.610 0.709 -2.964  0.103
O 3.776 0.656 0.383  -0.984
H 3.771 -0.282 0.111  0.514
H 4.328 1.085 -0.290  0.467
O 3.045 -2.010 -0.403  -0.977
H 2.231 -2.179 -0.878  0.509
H 3.540 -2.814 -0.243  0.480
O -0.521 1.410 3.590  -0.914
H -1.172 2.070 3.312  0.457
H 0.106 2.104 3.895  0.459
O -1.078 -4.131 -1.806  -0.960
H -0.581 -4.247 -0.985  0.493
H -0.895 -3.277 -2.200  0.468
O 3.120 3.204 1.197  -0.932
H 3.264 2.583 0.453  0.484
H 2.175 3.342 1.255  0.447
O 1.126 -3.398 0.723  -0.975
H 0.837 -2.570 1.184  0.508
H 1.823 -3.765 1.276  0.465
O -3.191 -2.338 0.360  -0.953
H -2.265 -2.458 0.123  0.482
H -3.693 -2.156 -0.438  0.471

Forces on atoms 1 to 3 (eV/Å):
0.5 0.3 0.5
-0.2 -0.1 0.4
-0.1 -0.5 -0.3

***

This record from OMol25 describes a gas-phase ion, C4H7N2 (charge +1) in a non-equilibrium geometry. The level of theory is ωB97M-V with the def2-TZVPD basis set.

Properties
calculated total energy = -265.76215 Ha
total charge = +1
highest occupied orbital energy = -14.35 eV
frontier orbital gap = 10.15 eV
LUMO level = -4.2 eV
max |F| = 5.81 eV Å⁻¹

Each line ends with the natural charge from an NBO analysis.
CARTESIAN COORDINATES (ANGSTROEM)
C 2.699 -0.393 0.572  0.003
N 2.189 -0.128 -0.505  -0.365
C 1.139 0.943 -0.461  -0.171
N -0.154 0.615 -0.350  -0.201
C -1.236 0.276 -0.152  0.671
C -2.599 -0.014 0.006  -0.775
H 3.577 -1.016 0.572  0.204
H 2.674 0.256 1.501  0.161
H 1.213 1.184 -1.543  0.268
H 1.403 1.887 0.106  0.252
H -3.092 0.199 -1.034  0.320
H -3.004 0.872 0.628  0.318
H -2.936 -0.911 0.460  0.317

Forces on atoms 1 to 3 (eV/Å):
3.3 1.2 3.6
-3.4 0.2 -1.6
4.4 2.2 -3.0

***

This record from OMol25 describes a single C11H14NP molecule in a non-equilibrium geometry. The level of theory is ωB97M-V with the def2-TZVPD basis set.

Properties
calculated total energy = -823.54426 Ha
total charge = 0
highest occupied orbital energy = -7.58 eV
frontier orbital gap = 8.33 eV
LUMO level = 0.7 eV
max |F| = 4.66 eV Å⁻¹

Each line ends with the natural charge from an NBO analysis.
CARTESIAN COORDINATES (ANGSTROEM)
C -2.826 2.474 -0.805  -0.638
C -1.873 1.523 -0.116  0.020
C -0.557 1.993 0.379  -0.033
C -0.231 3.417 0.265  -0.653
C 0.218 1.009 0.916  -0.485
P -0.668 -0.560 0.897  0.839
C 0.538 -1.459 -0.094  -0.220
C 0.905 -1.408 -1.426  -0.240
C 1.925 -2.293 -1.662  -0.333
C 2.271 -2.957 -0.483  -0.019
N 1.536 -2.451 0.484  -0.334
C 1.399 -2.929 1.814  -0.412
C -1.920 0.122 -0.102  -0.570
H -2.285 3.009 -1.527  0.221
H -3.268 3.222 -0.299  0.219
H -3.644 1.836 -1.212  0.223
H 0.709 3.721 0.679  0.223
H -0.882 4.209 0.580  0.225
H -0.066 3.400 -0.789  0.222
H 1.197 0.994 1.282  0.222
H 0.460 -0.713 -2.166  0.229
H 2.499 -2.643 -2.409  0.213
H 2.996 -3.697 -0.378  0.206
H 1.733 -4.047 1.880  0.207
H 2.178 -2.344 2.445  0.198
H 0.346 -2.760 2.162  0.231
H -2.689 -0.669 -0.314  0.239

Forces on atoms 1 to 3 (eV/Å):
0.1 -4.2 -0.9
0.6 -2.1 -0.3
-0.4 -1.3 2.2